[1]
{"formula": "C27H28Br2CrN8O2S2", "method": "the ωB97M-V functional and the def2-TZVPD basis", "species": ["Cr", "C", "O", "C", "C", "C", "Br", "C", "C", "C", "O", "C", "N", "C", "C", "C", "C", "C", "C", "N", "H", "H", "H", "H", "H", "H", "H", "H", "H", "H", "H", "Br", "C", "C", "C", "C", "N", "C", "H", "H", "H", "H", "C", "C", "C", "N", "N", "C", "N", "S", "H", "H", "H", "H", "H", "H", "H", "C", "N", "C", "C", "N", "C", "S", "H", "H", "H", "H", "H", "H"], "xyz": [[0.72, -0.18, -0.15], [2.87, 1.54, -1.80], [1.55, 1.42, -1.21], [0.80, 2.61, -1.08], [1.27, 3.91, -1.15], [0.33, 4.93, -0.93], [0.92, 6.69, -0.98], [-1.01, 4.66, -0.65], [-1.46, 3.34, -0.60], [-0.51, 2.36, -0.80], [-0.79, 0.99, -0.65], [-2.82, 2.91, -0.22], [-3.51, 3.38, 0.74], [-4.67, 2.57, 0.78], [-5.77, 2.67, 1.63], [-6.81, 1.78, 1.42], [-6.75, 0.81, 0.40], [-5.65, 0.70, -0.44], [-4.61, 1.59, -0.20], [-3.37, 1.77, -0.84], [2.80, 2.20, -2.66], [3.15, 0.54, -2.12], [3.56, 1.93, -1.06], [2.30, 4.15, -1.35], [-1.71, 5.46, -0.47], [-1.76, 0.86, -0.49], [-5.82, 3.43, 2.40], [-7.69, 1.83, 2.04], [-7.60, 0.16, 0.25], [-5.63, -0.03, -1.24], [-3.23, 1.55, -1.82], [-3.59, -3.74, -1.04], [-2.79, -2.54, 0.12], [-3.42, -2.13, 1.29], [-2.77, -1.22, 2.11], [-1.53, -0.74, 1.75], [-0.94, -1.14, 0.61], [-1.54, -2.03, -0.19], [-4.39, -2.52, 1.55], [-3.23, -0.87, 3.03], [-1.01, 0.00, 2.36], [-1.02, -2.33, -1.09], [1.03, -4.78, -3.60], [2.26, -4.01, -3.12], [2.06, -3.44, -1.76], [1.77, -2.20, -1.51], [1.57, -1.98, -0.16], [1.72, -3.04, 0.61], [1.55, -3.03, 1.93], [2.12, -4.43, -0.32], [1.20, -5.15, -4.61], [0.15, -4.13, -3.62], [0.81, -5.64, -2.97], [2.50, -3.18, -3.78], [3.13, -4.67, -3.10], [1.54, -2.15, 2.42], [1.72, -3.86, 2.49], [4.56, 1.17, 3.40], [4.74, 0.36, 2.18], [5.97, -0.09, 1.70], [5.74, -0.73, 0.54], [4.37, -0.66, 0.32], [3.78, 0.01, 1.32], [2.12, 0.48, 1.62], [5.50, 1.17, 3.94], [3.78, 0.71, 4.01], [4.28, 2.18, 3.13], [6.88, 0.09, 2.24], [6.41, -1.22, -0.14], [3.89, -1.08, -0.46]], "mulliken_spin": [3.16, 0.01, 0.00, -0.04, -0.01, 0.00, 0.00, 0.00, 0.01, 0.01, 0.03, 0.00, 0.00, 0.00, 0.00, 0.00, 0.00, 0.00, 0.00, 0.00, 0.00, -0.01, 0.00, 0.00, 0.00, 0.02, 0.00, 0.00, 0.00, 0.00, 0.00, 0.00, -0.01, 0.01, 0.00, 0.04, -0.08, 0.02, 0.00, 0.00, -0.01, -0.01, 0.00, 0.00, 0.00, -0.01, -0.06, 0.00, 0.02, 0.00, 0.00, 0.00, 0.00, 0.00, 0.00, 0.00, 0.00, 0.00, 0.00, 0.00, 0.00, 0.00, 0.03, -0.16, 0.00, 0.00, 0.00, 0.00, 0.00, 0.01], "de_lowest_ev": 0.000, "spin_multiplicity": 4, "homo_energy_ev": [-15.3, -15.3], "gap_ev": [4.7472, 6.0862], "fmax_ev_per_a": 0.720, "lumo_ev": [-10.5488, -9.2109], "charge": 3, "molar_mass_da": 772.513, "energy_ev": -234623.0058}

[2]
{"formula": "C4H9NO", "method": "the ωB97M-V functional and the def2-TZVPD basis", "species": ["C", "C", "N", "C", "O", "H", "H", "H", "H", "H", "C", "H", "H", "H", "H"], "xyz": [[-1.30, 0.09, 1.58], [-0.12, -0.31, 1.11], [0.93, 0.56, 0.80], [2.08, 0.17, 0.18], [2.28, -0.94, -0.28], [-2.08, -0.63, 1.80], [-1.54, 1.15, 1.70], [0.10, -1.34, 0.87], [0.84, 1.53, 1.07], [2.84, 0.98, 0.15], [-0.79, -0.20, -1.81], [-1.29, -0.12, -0.85], [0.16, -0.74, -1.67], [-0.58, 0.81, -2.18], [-1.44, -0.75, -2.49]], "mulliken_charge": [-0.64, -0.30, -0.07, 0.02, -0.53, 0.28, 0.26, 0.36, 0.21, 0.35, -0.83, 0.16, 0.17, 0.23, 0.33], "de_lowest_ev": 1.403, "homo_energy_ev": -9.1, "gap_ev": 9.9473, "fmax_ev_per_a": 0.502, "lumo_ev": 0.8680, "smiles": "C=CNC=O.C", "molar_mass_da": 87.122, "energy_ev": -7830.9174}

[3]
{"formula": "C7H10", "method": "the ωB97M-V functional and the def2-TZVPD basis", "species": ["C", "C", "C", "C", "C", "C", "C", "H", "H", "H", "H", "H", "H", "H", "H", "H", "H"], "xyz": [[-0.03, -1.22, 1.50], [-0.57, -1.80, 0.43], [-0.19, -1.04, -0.82], [0.12, 0.34, -0.25], [0.77, 0.00, 1.09], [-0.84, 1.48, -0.38], [0.50, 1.52, -1.07], [-0.08, -1.59, 2.52], [-1.14, -2.73, 0.42], [0.74, -1.47, -1.22], [-0.93, -1.05, -1.63], [1.81, -0.32, 0.90], [0.80, 0.82, 1.81], [-1.73, 1.34, -0.99], [-0.99, 2.13, 0.48], [1.26, 2.19, -0.67], [0.52, 1.40, -2.15]], "mulliken_charge": [-0.38, -0.37, -0.80, 0.82, -0.81, -0.88, -0.58, 0.41, 0.41, 0.21, 0.38, 0.21, 0.38, 0.25, 0.25, 0.25, 0.25], "de_lowest_ev": 1.270, "homo_energy_ev": -9.1, "gap_ev": 10.2937, "fmax_ev_per_a": 0.232, "lumo_ev": 1.1734, "smiles": "C1=CCC2(C1)CC2", "molar_mass_da": 94.157, "energy_ev": -7419.7644}

[4]
{"formula": "C11H13NO4Se2Ti", "method": "the ωB97M-V functional and the def2-TZVPD basis", "species": ["Ti", "O", "C", "O", "C", "C", "C", "C", "C", "N", "C", "O", "O", "H", "H", "H", "C", "Se", "C", "C", "Se", "C", "H", "H", "H", "H", "H", "H", "H", "H", "H", "H"], "xyz": [[1.08, -0.59, -0.31], [-0.57, 0.71, 3.13], [0.09, 0.58, 2.12], [0.42, -0.57, 1.56], [0.63, 1.74, 1.31], [0.55, 3.09, 1.60], [1.09, 4.01, 0.70], [1.70, 3.54, -0.46], [1.74, 2.19, -0.70], [1.21, 1.33, 0.18], [2.31, 1.47, -1.90], [2.87, 2.03, -2.80], [2.11, 0.16, -1.79], [0.07, 3.41, 2.52], [1.04, 5.07, 0.91], [2.14, 4.22, -1.19], [-2.49, 0.86, -0.41], [-1.28, -0.24, -1.45], [-2.15, -1.96, -1.12], [-1.31, -2.92, -0.29], [0.49, -3.09, -1.02], [1.13, -4.27, 0.40], [-2.29, 0.81, 0.66], [-3.50, 0.52, -0.63], [-2.38, 1.89, -0.75], [-2.41, -2.37, -2.10], [-3.07, -1.76, -0.58], [-1.78, -3.90, -0.27], [-1.19, -2.54, 0.72], [1.06, -3.74, 1.35], [2.16, -4.50, 0.18], [0.54, -5.18, 0.43]], "mulliken_charge": [0.66, -0.64, 0.38, -0.56, 0.28, -0.53, -0.33, -0.47, 0.06, 0.08, 0.52, -0.63, -0.69, 0.50, 0.44, 0.49, -1.06, 0.27, -0.83, -0.74, 0.13, -0.94, 0.31, 0.42, 0.33, 0.38, 0.40, 0.50, 0.32, 0.27, 0.33, 0.35], "de_lowest_ev": 0.000, "homo_energy_ev": [-6.3, -6.3], "gap_ev": [6.1410, 6.0918], "fmax_ev_per_a": 1.567, "lumo_ev": [-0.1585, -0.1686], "molar_mass_da": 429.015, "energy_ev": -175107.9125}

[5]
{"formula": "C28H54BrCl24NO4PS2", "method": "the ωB97M-V functional and the def2-TZVPD basis", "species": ["O", "C", "O", "C", "C", "C", "C", "P", "Br", "C", "C", "C", "O", "C", "C", "C", "S", "C", "S", "N", "C", "C", "O", "C", "C", "H", "H", "H", "H", "H", "H", "H", "H", "H", "H", "H", "H", "H", "H", "H", "H", "H", "H", "H", "H", "H", "H", "H", "H", "H", "H", "H", "H", "H", "H", "C", "Cl", "Cl", "H", "H", "C", "Cl", "Cl", "H", "H", "C", "Cl", "Cl", "H", "H", "C", "Cl", "Cl", "H", "H", "C", "Cl", "Cl", "H", "H", "C", "Cl", "Cl", "H", "H", "C", "Cl", "Cl", "H", "H", "C", "Cl", "Cl", "H", "H", "C", "Cl", "Cl", "H", "H", "C", "Cl", "Cl", "H", "H", "C", "Cl", "Cl", "H", "H", "C", "Cl", "Cl", "H", "H"], "xyz": [[-0.44, 4.84, 1.62], [0.56, 4.33, 1.10], [0.94, 3.00, 1.41], [1.41, 2.28, 0.24], [0.23, 1.75, -0.72], [0.15, 0.16, -0.88], [-1.21, -0.45, -0.21], [-0.70, -1.23, 1.42], [0.85, -2.87, 1.04], [0.09, 0.16, 2.46], [0.05, -0.11, 4.04], [0.74, 1.20, 4.73], [2.17, 1.24, 4.48], [-2.12, -2.09, 2.34], [-3.56, -1.81, 1.71], [-3.89, -2.73, 0.43], [-5.59, -2.27, -0.14], [-5.62, -0.53, -0.77], [-5.30, -0.28, -2.41], [-5.94, 0.66, 0.02], [-6.53, 0.35, 1.35], [-6.80, 1.76, 2.08], [-5.61, 2.53, 2.34], [-4.45, 2.03, 1.64], [-4.80, 1.62, 0.11], [1.25, 4.91, 0.38], [2.08, 1.42, 0.56], [2.08, 3.01, -0.34], [0.44, 2.17, -1.77], [-0.75, 2.22, -0.34], [1.08, -0.38, -0.45], [0.10, -0.10, -1.99], [-1.90, 0.43, -0.01], [-1.68, -1.16, -0.97], [-0.51, 1.10, 2.25], [1.18, 0.21, 2.13], [0.70, -0.99, 4.36], [-1.00, -0.18, 4.47], [0.50, 1.28, 5.84], [0.23, 2.10, 4.22], [2.52, 0.34, 4.30], [-2.15, -1.72, 3.43], [-1.95, -3.23, 2.29], [-3.75, -0.73, 1.41], [-4.34, -2.10, 2.51], [-3.90, -3.83, 0.75], [-3.13, -2.64, -0.41], [-7.57, -0.10, 1.16], [-5.94, -0.39, 1.98], [-7.38, 1.56, 3.04], [-7.47, 2.41, 1.40], [-3.67, 2.86, 1.63], [-4.00, 1.16, 2.23], [-5.16, 2.61, -0.37], [-3.88, 1.31, -0.48], [4.01, 6.47, 0.46], [3.97, 8.19, 0.08], [3.28, 5.50, -0.83], [5.05, 6.16, 0.58], [3.46, 6.29, 1.39], [4.89, -1.07, 3.20], [6.15, -1.32, 4.41], [3.33, -1.70, 3.77], [4.79, -0.01, 3.01], [5.17, -1.59, 2.29], [-2.52, -6.38, -0.90], [-1.97, -5.31, -2.19], [-4.26, -6.25, -0.65], [-2.27, -7.41, -1.17], [-2.01, -6.12, 0.03], [2.16, 9.46, -3.22], [1.26, 7.94, -3.30], [2.66, 10.00, -4.83], [1.53, 10.22, -2.78], [3.05, 9.31, -2.61], [0.54, 4.48, -4.75], [1.23, 2.95, -5.29], [-0.09, 4.35, -3.10], [1.32, 5.25, -4.77], [-0.27, 4.76, -5.41], [-2.33, 2.05, -7.25], [-0.76, 2.53, -7.90], [-2.24, 1.76, -5.51], [-3.05, 2.84, -7.43], [-2.66, 1.13, -7.74], [-5.83, 1.39, 5.80], [-5.86, -0.36, 5.55], [-4.54, 1.86, 6.91], [-5.67, 1.89, 4.84], [-6.79, 1.70, 6.22], [1.51, -6.03, -1.88], [1.53, -7.78, -2.11], [2.79, -5.51, -0.78], [1.65, -5.54, -2.84], [0.54, -5.74, -1.46], [1.10, -8.39, 1.49], [-0.33, -7.40, 1.80], [0.71, -10.11, 1.50], [1.51, -8.13, 0.52], [1.84, -8.19, 2.26], [6.49, 9.79, -2.73], [5.07, 10.79, -2.41], [6.09, 8.07, -2.71], [6.89, 10.05, -3.71], [7.24, 9.99, -1.96], [6.39, -7.08, -0.91], [5.06, -8.07, -0.30], [7.69, -6.96, 0.28], [6.78, -7.53, -1.81], [6.02, -6.08, -1.12], [6.37, -9.75, -4.23], [5.35, -8.35, -3.92], [7.88, -9.65, -3.32], [5.84, -10.65, -3.93], [6.60, -9.80, -5.29]], "mulliken_charge": [-0.51, 0.31, -0.09, -0.34, 0.45, -0.96, 0.57, 0.28, -0.18, 0.27, -1.01, -0.33, -0.46, -0.55, 0.04, -0.26, -0.11, -0.04, -0.11, 0.15, -0.24, -0.64, -0.42, -0.06, -0.58, 0.09, 0.32, -0.08, -0.19, 0.25, 0.34, 0.42, -0.80, 0.47, 0.39, 0.06, 0.21, 0.47, 0.29, 0.27, 0.17, 0.29, 0.47, -0.58, 0.55, 0.25, 0.02, 0.45, 0.10, 0.31, 0.27, 0.34, 0.10, 0.27, 0.24, -0.37, -0.10, -0.17, 0.33, 0.30, -0.24, -0.13, -0.15, 0.23, 0.33, 0.09, -0.18, -0.13, 0.39, -0.16, 0.13, -0.11, -0.15, 0.33, -0.25, -0.31, -0.17, -0.09, 0.28, 0.30, -0.34, -0.14, -0.09, 0.29, 0.30, 0.09, -0.16, -0.16, -0.11, 0.33, 0.16, -0.13, -0.16, 0.39, -0.24, 0.20, -0.13, -0.15, -0.22, 0.30, -0.29, -0.13, -0.11, 0.29, 0.29, 0.06, -0.09, -0.18, -0.02, 0.22, -0.26, -0.12, -0.14, 0.26, 0.29], "de_lowest_ev": 1.129, "homo_energy_ev": -10.6, "gap_ev": 6.9851, "fmax_ev_per_a": 4.016, "lumo_ev": -3.6495, "charge": 1, "molar_mass_da": 1494.627, "energy_ev": -441122.0594}

[6]
{"formula": "C27H26BF4N2O2PS2Ti", "method": "the ωB97M-V functional and the def2-TZVPD basis", "species": ["Ti", "O", "N", "C", "C", "C", "C", "C", "C", "C", "P", "C", "C", "C", "C", "C", "C", "C", "C", "C", "C", "C", "C", "H", "H", "H", "H", "H", "H", "H", "H", "H", "H", "H", "H", "H", "H", "H", "H", "F", "B", "F", "F", "F", "N", "C", "C", "C", "C", "C", "C", "H", "H", "H", "H", "H", "H", "H", "C", "O", "C", "S", "S", "H", "H", "H"], "xyz": [[-0.46, 0.02, -0.46], [-0.46, -2.07, -2.29], [0.43, -1.52, -1.38], [1.53, -2.13, -1.17], [2.76, -1.61, -0.53], [3.72, -2.60, -0.37], [5.01, -2.28, 0.03], [5.33, -0.95, 0.22], [4.37, 0.04, 0.05], [3.06, -0.26, -0.28], [1.84, 1.12, -0.40], [2.05, 2.16, 1.05], [1.41, 3.41, 0.97], [1.46, 4.28, 2.05], [2.13, 3.92, 3.21], [2.74, 2.67, 3.30], [2.69, 1.79, 2.23], [2.48, 2.08, -1.80], [2.17, 1.62, -3.08], [2.66, 2.27, -4.20], [3.46, 3.39, -4.05], [3.78, 3.85, -2.78], [3.29, 3.20, -1.65], [-0.09, -2.89, -2.64], [1.62, -3.13, -1.60], [3.47, -3.63, -0.59], [5.75, -3.06, 0.16], [6.34, -0.68, 0.49], [4.66, 1.08, 0.20], [0.88, 3.70, 0.07], [0.98, 5.25, 1.97], [2.17, 4.60, 4.05], [3.23, 2.37, 4.21], [3.13, 0.81, 2.33], [1.53, 0.75, -3.21], [2.40, 1.91, -5.19], [3.83, 3.91, -4.92], [4.41, 4.73, -2.66], [3.55, 3.57, -0.67], [-0.83, 1.05, -2.25], [-1.72, 2.11, -1.65], [-1.38, 3.34, -2.02], [-1.35, 1.87, -0.21], [-3.02, 1.73, -1.83], [-2.48, -0.90, -0.55], [-2.87, -2.30, -0.43], [-3.81, -2.80, -1.32], [-4.21, -4.13, -1.23], [-3.66, -4.95, -0.25], [-2.72, -4.44, 0.64], [-2.32, -3.11, 0.55], [-2.86, -0.55, -1.43], [-2.97, -0.37, 0.18], [-4.24, -2.16, -2.08], [-4.94, -4.51, -1.92], [-3.98, -5.99, -0.17], [-2.30, -5.07, 1.41], [-1.59, -2.71, 1.24], [-2.90, 1.31, 2.95], [-1.95, 0.51, 2.22], [-0.76, 0.28, 2.78], [-0.29, 0.76, 4.25], [0.26, -0.70, 1.71], [-3.81, 1.26, 2.36], [-2.54, 2.33, 3.01], [-3.05, 0.91, 3.95]], "mulliken_spin": [1.05, 0.01, 0.00, 0.01, -0.02, 0.00, 0.00, 0.00, 0.00, 0.01, -0.05, 0.00, 0.01, 0.00, 0.00, 0.00, 0.00, 0.00, 0.00, 0.00, 0.00, 0.00, 0.00, 0.00, 0.00, 0.00, 0.00, 0.00, 0.00, 0.00, 0.00, 0.00, 0.00, 0.00, 0.00, 0.00, 0.00, 0.00, 0.00, 0.00, 0.00, 0.00, 0.00, 0.00, -0.01, 0.00, 0.00, 0.00, 0.00, 0.00, 0.00, 0.01, 0.00, 0.00, 0.00, 0.00, 0.00, 0.00, 0.00, 0.01, 0.01, -0.01, -0.04, 0.00, 0.00, 0.00], "de_lowest_ev": 0.786, "spin_multiplicity": 2, "homo_energy_ev": [-11.0, -11.0], "gap_ev": [6.7412, 6.8551], "fmax_ev_per_a": 1.835, "lumo_ev": [-4.2830, -4.1830], "charge": 1, "molar_mass_da": 640.296, "energy_ev": -101118.9705}